No. 1
Density functional theory data (wB97M-V/def2-TZVPD) for 15 unconnected molecules or ions with the total composition C54H146N14O4 at a distorted geometry.

Atoms and positions in Å:
N: -1.145763 5.102024 -0.540926
H: -2.149648 5.056597 -0.408851
H: -0.884279 4.158878 -0.934143
H: -0.613813 5.410056 0.337948
H: -0.951233 5.810969 -1.252509
N: -4.456718 -1.493935 -1.187580
H: -4.643518 -0.493734 -1.139105
H: -3.646029 -1.714091 -0.578433
H: -4.250734 -1.707351 -2.162875
H: -5.312692 -1.997709 -0.928655
N: 0.200472 -2.834899 -5.276294
H: 0.569860 -3.780464 -5.122187
H: 0.706590 -2.526063 -6.115574
H: 0.367594 -2.284929 -4.408436
H: -0.781597 -2.907972 -5.539098
N: -2.205101 1.761085 -3.930197
H: -3.074061 1.971951 -3.444678
H: -2.185116 2.095747 -4.899926
H: -2.103878 0.746602 -3.968054
H: -1.435230 2.182835 -3.387846
N: -0.925701 -4.579499 -2.065693
H: -0.682474 -3.667317 -1.641274
H: -0.235852 -4.846632 -2.764059
H: -1.833656 -4.549568 -2.521295
H: -0.988522 -5.399802 -1.364166
N: -3.813079 2.864202 1.259895
H: -2.782280 2.609366 1.190082
H: -4.391822 2.285586 0.653995
H: -3.987706 3.773646 0.825273
H: -4.259513 2.913931 2.239236
C: 0.003593 0.486022 -2.169573
C: -0.394012 -0.796191 -1.833507
C: -1.196427 -1.061362 -0.580269
O: -1.675989 -2.224138 -0.309038
C: -1.543359 0.001593 0.253793
C: -1.058488 1.334798 -0.012958
C: -0.372846 1.646534 -1.399269
O: -0.431560 2.803334 -1.881802
O: -1.225527 2.255843 0.811054
O: 0.052860 -1.744329 -2.570514
H: 0.658259 0.622483 -3.021895
H: -2.100659 -0.118865 1.172887
C: -2.269915 5.931003 2.631897
C: -0.869234 6.542317 2.723653
N: 0.120214 5.961000 1.806967
C: 1.286222 6.849311 1.620994
C: 2.157811 7.156409 2.842703
C: 0.560552 4.680652 2.384101
C: 1.609725 3.912915 1.571858
H: -2.858343 6.145906 3.520394
H: -2.193353 4.835484 2.616293
H: -2.801799 6.218239 1.719082
H: -0.942184 7.616922 2.546981
H: -0.544060 6.442217 3.763929
H: 0.913142 7.771831 1.169280
H: 1.923121 6.427848 0.839813
H: 2.838088 6.346799 3.097588
H: 1.496371 7.333042 3.693142
H: 2.710571 8.075197 2.665135
H: 0.937152 4.821199 3.402433
H: -0.264655 3.967960 2.465309
H: 1.274274 3.581329 0.587088
H: 2.516890 4.515280 1.491508
H: 2.019004 3.020033 2.048050
C: 0.564250 0.911828 5.099211
C: 0.547756 0.138800 3.788210
N: 1.797431 -0.584516 3.545075
C: 1.877353 -1.020927 2.164446
C: 2.287495 0.148919 1.231674
C: 1.902221 -1.748250 4.427550
C: 3.349066 -2.251684 4.576170
H: 1.176448 1.809880 5.052063
H: 0.969708 0.288757 5.894559
H: -0.460244 1.090771 5.433532
H: -0.326534 -0.534991 3.817409
H: 0.299364 0.846755 2.989823
H: 2.599644 -1.824195 2.033130
H: 0.892517 -1.357559 1.798470
H: 1.402972 0.791746 1.289017
H: 3.124180 0.667468 1.700572
H: 2.516719 -0.095521 0.196497
H: 1.212751 -2.545756 4.106503
H: 1.560513 -1.543232 5.440384
H: 3.414437 -3.155443 5.178511
H: 3.895290 -1.488670 5.130305
H: 3.784128 -2.396855 3.589776
C: 1.249297 -7.186677 -0.874667
C: -0.114418 -7.789786 -1.180208
N: -1.239591 -6.966156 -0.702008
C: -2.555203 -7.411518 -1.208268
C: -2.599816 -7.580055 -2.739266
C: -1.268492 -6.968123 0.768153
C: -2.109745 -5.831625 1.366912
H: 1.392675 -6.106597 -0.970209
H: 2.040622 -7.625407 -1.479683
H: 1.527122 -7.463052 0.144627
H: -0.179756 -7.929908 -2.261117
H: -0.225101 -8.796451 -0.761740
H: -2.922295 -8.307930 -0.705672
H: -3.253209 -6.587962 -1.040180
H: -2.076871 -8.454906 -3.115074
H: -3.638200 -7.631145 -3.072108
H: -2.242319 -6.686681 -3.267332
H: -0.253005 -6.887051 1.150286
H: -1.664087 -7.919553 1.143584
H: -1.748298 -4.856670 1.025889
H: -1.959177 -5.862142 2.445996
H: -3.179358 -5.924186 1.185263
C: -3.727044 -5.282272 6.034856
C: -3.311601 -4.468962 4.814442
N: -3.932121 -3.128397 4.761104
C: -5.399917 -3.198962 4.785393
C: -5.944683 -1.876097 5.360930
C: -3.465248 -2.399988 3.589106
C: -1.943841 -2.129078 3.684789
H: -3.510809 -4.688565 6.926999
H: -3.148910 -6.197189 6.164160
H: -4.774569 -5.571242 6.110098
H: -2.239401 -4.354167 4.953137
H: -3.550186 -4.999842 3.880723
H: -5.766783 -3.348187 3.755553
H: -5.787275 -4.024102 5.372238
H: -5.744766 -1.861519 6.430393
H: -5.479346 -0.998072 4.916231
H: -7.017899 -1.806328 5.175359
H: -3.910689 -1.404522 3.658495
H: -3.700013 -2.962957 2.669003
H: -1.376494 -3.043215 3.522047
H: -1.648195 -1.653512 4.615813
H: -1.674573 -1.487016 2.839434
C: 6.264659 -2.886349 -3.161915
C: 5.967826 -3.797094 -1.981955
N: 4.544523 -4.032594 -1.724476
C: 3.929427 -2.812440 -1.186847
C: 2.415550 -2.913187 -0.963585
C: 4.409888 -5.128493 -0.771551
C: 4.564588 -6.489082 -1.454335
H: 5.755807 -3.192385 -4.076436
H: 7.341662 -2.887982 -3.328627
H: 5.997253 -1.842150 -2.980831
H: 6.414739 -4.760834 -2.219977
H: 6.460839 -3.412773 -1.078373
H: 4.106428 -2.031109 -1.925168
H: 4.379000 -2.551323 -0.218855
H: 1.990497 -1.904719 -0.925945
H: 2.168223 -3.400453 -0.021547
H: 1.911296 -3.339204 -1.838159
H: 5.022692 -5.036974 0.138957
H: 3.435955 -5.221096 -0.272484
H: 5.567730 -6.715092 -1.810831
H: 4.344180 -7.270877 -0.719984
H: 3.846730 -6.632377 -2.260640
C: 7.013689 2.778147 -3.071343
C: 5.591171 2.373282 -3.456270
N: 4.974196 1.548544 -2.397980
C: 5.022750 2.067312 -1.026823
C: 4.240924 3.385940 -0.910454
C: 3.633176 1.110266 -2.765460
C: 3.537047 0.141322 -3.942648
H: 7.551379 3.151651 -3.938517
H: 7.504251 1.874204 -2.704522
H: 7.066208 3.477320 -2.237477
H: 4.945728 3.207088 -3.754727
H: 5.671819 1.677103 -4.290366
H: 4.582467 1.362828 -0.321206
H: 6.085051 2.179942 -0.820510
H: 4.337979 3.815675 0.089932
H: 4.639260 4.137012 -1.593315
H: 3.179826 3.196777 -1.081153
H: 3.081388 2.032444 -3.017793
H: 3.104010 0.644191 -1.929485
H: 2.487212 -0.083321 -4.169106
H: 3.943544 -0.822492 -3.621108
H: 4.053559 0.456739 -4.845802
C: -5.686287 3.828256 6.059492
C: -4.837266 3.919597 4.790798
N: -5.015794 2.862027 3.771752
C: -4.528223 1.558127 4.282636
C: -3.004576 1.467861 4.489129
C: -6.422126 2.698412 3.370100
C: -6.934625 3.960242 2.660411
H: -5.177105 4.510128 6.749198
H: -5.639479 2.865251 6.565711
H: -6.704094 4.215010 6.070219
H: -5.003819 4.857567 4.259093
H: -3.797213 3.891479 5.111778
H: -4.941456 1.350311 5.272036
H: -4.809535 0.761446 3.592047
H: -2.612670 2.134850 5.256047
H: -2.676197 0.469445 4.776391
H: -2.490998 1.704858 3.548967
H: -7.064897 2.386173 4.199200
H: -6.518224 1.857117 2.672758
H: -7.761729 3.676633 2.007686
H: -6.149493 4.401159 2.040662
H: -7.318363 4.725027 3.332094
C: 3.053782 2.664481 -9.069415
C: 2.709069 2.688226 -7.598314
N: 2.571473 4.019927 -7.025331
C: 1.642906 4.906147 -7.719074
C: 1.232763 6.129176 -6.892842
C: 2.503222 3.991630 -5.564682
C: 1.306793 3.226496 -4.980938
H: 2.316904 3.159616 -9.702477
H: 3.205750 1.635324 -9.390957
H: 3.982815 3.215874 -9.229365
H: 1.821195 2.049758 -7.439817
H: 3.554484 2.272155 -7.041593
H: 2.067686 5.305765 -8.639071
H: 0.735996 4.344804 -7.993458
H: 2.088049 6.664239 -6.476702
H: 0.757516 6.885678 -7.521897
H: 0.509204 5.970565 -6.089067
H: 2.628845 5.001784 -5.188481
H: 3.388972 3.421308 -5.273078
H: 1.472755 3.213963 -3.898578
H: 1.351373 2.174089 -5.269034
H: 0.352678 3.696951 -5.232384

Cartesian forces (eV/Å) of the 2 atoms listed first:
-0.1 -0.3 -1.2
0.0 0.4 0.3

Calculated values
Frontier orbital gap ... 3.7 eV
Total charge ... +4

No. 2
Density functional theory data (wB97M-V/def2-TZVPD) for 2 unconnected molecules or ions with the total composition CHCl3S at a distorted geometry.

Atoms and positions in Å:
C: -0.281869 -0.019134 -0.352700
S: -0.428443 -0.587763 1.353593
Cl: 0.820107 1.332742 -0.558183
Cl: -1.809578 0.250952 -1.057065
Cl: 1.398216 0.102702 2.041105
H: 0.301566 -1.079499 -1.426750

Cartesian forces (eV/Å) of the 2 atoms listed first:
2.8 -2.8 -3.2
1.0 0.6 -0.1

Calculated values
Frontier orbital gap ... 8.9 eV

No. 3
Density functional theory data (wB97M-V/def2-TZVPD) for 2 unconnected molecules or ions with the total composition C6H10O at a distorted geometry.

Atoms and positions in Å:
C: 2.693138 0.630639 -1.814696
C: 3.008137 -0.646508 -1.526354
C: 0.484285 0.629936 -0.581297
C: 1.501701 1.309996 -1.170927
C: -1.518081 0.803897 0.886782
C: -0.254127 1.201766 0.560772
H: 3.217245 1.149420 -2.620992
H: 3.453445 -1.348774 -2.227636
H: 2.381558 -1.176701 -0.828482
H: 0.202284 -0.419297 -0.553351
H: 1.637132 2.387817 -1.102060
H: -1.846009 -0.111076 0.426783
H: -2.186895 1.386447 1.508822
H: 0.178520 2.156756 0.915474
H: -4.357712 -2.246988 3.423578
H: -4.598674 -3.135545 2.109473
O: -3.995940 -2.571786 2.594114

Cartesian forces (eV/Å) of the 2 atoms listed first:
-2.4 1.4 0.6
-0.3 -1.5 -0.5

Calculated values
Expectation value of S² ... 0.78
2S+1 ... 2
Frontier orbital gap (alpha / beta) ... 2.9 / 5.7 eV
Total charge ... -1

No. 4
Density functional theory data (wB97M-V/def2-TZVPD) for a molecular structure, C16H25IrO5Se.

Atoms and positions in Å:
Ir: 0.091764 -0.249137 0.055807
C: -2.761550 0.463844 1.310998
C: -3.263707 -0.246988 0.044339
O: -2.153484 -0.610186 -0.771951
C: -2.281737 -0.474788 -2.181137
C: -1.470842 0.720824 -2.704534
O: -0.126942 0.717455 -2.236466
C: 0.843122 0.099776 -3.071548
C: 0.861810 -1.436112 -2.986901
O: 0.800262 -1.785199 -1.609466
C: 0.644216 -3.163954 -1.279841
C: -0.514675 -3.355971 -0.293208
O: -0.382069 -2.479624 0.823951
C: -1.496129 -2.561123 1.714081
C: -1.598763 -1.287446 2.560064
O: -1.546208 -0.067871 1.821325
H: -3.550046 0.439839 2.071163
H: -2.514520 1.504132 1.072858
H: -3.944840 0.420981 -0.488163
H: -3.806047 -1.166899 0.303590
H: -3.326575 -0.363907 -2.474208
H: -1.899633 -1.404877 -2.608530
H: -1.905383 1.656516 -2.338285
H: -1.503602 0.714520 -3.797921
H: 1.796813 0.483971 -2.705495
H: 0.712560 0.407758 -4.115013
H: 1.805749 -1.791658 -3.416853
H: 0.037029 -1.889178 -3.548890
H: 1.587548 -3.511102 -0.842756
H: 0.422253 -3.751424 -2.175236
H: -0.509433 -4.397560 0.050342
H: -1.469740 -3.151655 -0.796547
H: -1.354930 -3.409918 2.396580
H: -2.412840 -2.724449 1.138634
H: -0.736044 -1.241164 3.228491
H: -2.517379 -1.327146 3.155525
Se: 2.079382 0.499019 1.175871
C: 2.765413 2.194362 1.717601
C: 4.087928 2.492923 1.377381
C: 4.609628 3.728818 1.703305
C: 3.837646 4.648392 2.403986
C: 2.538957 4.326632 2.785711
C: 1.998502 3.098635 2.455440
H: 4.687933 1.765747 0.853495
H: 5.623606 3.976079 1.428841
H: 4.255729 5.605331 2.674371
H: 1.962548 5.039667 3.356693
H: 0.996720 2.844111 2.762504

Cartesian forces (eV/Å) of the 2 atoms listed first:
-0.5 -0.3 0.1
-0.3 0.3 -0.5

Calculated values
Expectation value of S² ... 6.02
2S+1 ... 5
Frontier orbital gap (alpha / beta) ... 9.0 / 6.3 eV
Total charge ... +2

No. 5
Density functional theory data (wB97M-V/def2-TZVPD) for a molecular structure, C4H7FeO3 at a distorted geometry.

Atoms and positions in Å:
O: 1.851875 1.361778 -0.163464
C: 2.341628 0.124738 0.027885
C: 1.395217 -0.987850 -0.266304
O: 0.136051 -0.649717 0.333827
C: -1.055106 -1.239976 -0.191303
C: -2.204944 -0.313665 0.207370
O: -1.920945 1.014154 -0.098109
Fe: -0.065568 1.349654 0.058020
H: 3.142418 0.011939 0.773210
H: 1.237240 -1.251623 -1.328220
H: -1.182967 -2.258231 0.205999
H: -0.967869 -1.289217 -1.290047
H: -2.396570 -0.448457 1.291989
H: -3.110048 -0.676138 -0.317442
H: 2.224007 -1.676004 0.240926

Cartesian forces (eV/Å) of the 2 atoms listed first:
-2.1 0.7 0.0
-0.5 0.6 -0.1

Calculated values
Expectation value of S² ... 12.02
2S+1 ... 7
Frontier orbital gap (alpha / beta) ... 7.2 / 6.9 eV
Total charge ... +1

No. 6
Density functional theory data (wB97M-V/def2-TZVPD) for C4H10S2 in the gas phase at a distorted geometry.

Atoms and positions in Å:
C: -2.148601 -1.085186 -0.739635
S: -1.519488 0.146102 -1.867107
C: 0.143353 0.410474 -1.118767
C: 0.089926 1.297118 0.130859
S: 1.758096 1.555740 0.927764
C: 1.989449 -0.149559 1.451108
H: -3.203599 -1.246448 -0.939070
H: -1.988931 -0.830737 0.285817
H: -1.683617 -2.042558 -0.850153
H: 0.573961 -0.559974 -0.844870
H: 0.812030 0.875774 -1.862584
H: -0.589826 0.865104 0.868162
H: -0.337433 2.252646 -0.171655
H: 1.029437 -0.641228 1.676309
H: 2.484066 -0.697910 0.673488
H: 2.591173 -0.149360 2.380340

Cartesian forces (eV/Å) of the 2 atoms listed first:
-0.2 -0.4 -0.1
0.8 0.3 0.0

Calculated values
SMILES string ... CSCCSC
Frontier orbital gap ... 9.5 eV

So what do the calculations give for energy above the lowest of the compared OMol25 structures with the same formula, charge and spin? Going down the list: 238.4 194.7 125.2 67.0 41.9 53.2 kJ/mol.